Below is C20H41N2P3ReS as an isolated structure in a non-equilibrium geometry, with properties calculated with ωB97M-V/def2-TZVPD.

Last column: Mulliken spin population.
CARTESIAN COORDINATES (ANGSTROEM)
Re 0.099 0.024 0.923  1.32
P -0.684 1.896 2.082  -0.14
P -2.118 -0.474 0.312  -0.02
P 2.174 1.103 0.729  -0.03
H 0.192 -2.128 -6.423  0.04
C 1.248 -2.163 -6.123  0.35
C 1.629 -3.299 -5.526  0.35
H 0.834 -3.972 -5.178  0.05
C -1.140 3.334 1.018  0.03
C -2.160 1.742 3.177  0.02
C 0.421 2.704 3.337  0.03
C -2.427 -1.884 -0.806  0.00
C -3.219 -0.971 1.711  0.01
C -3.065 0.878 -0.486  0.00
C 3.461 0.501 -0.458  0.02
C 3.103 0.912 2.299  0.01
C 2.157 2.890 0.298  0.00
H 1.878 -1.320 -6.440  0.03
H 2.670 -3.663 -5.470  0.02
H -1.455 4.176 1.649  0.00
H -1.967 3.060 0.353  0.00
H -0.279 3.648 0.419  0.00
H -2.321 2.685 3.717  0.00
H -2.002 0.968 3.938  0.00
H -3.067 1.503 2.611  0.00
H -0.158 3.439 3.912  0.00
H 1.273 3.226 2.892  0.00
H 0.790 1.980 4.071  0.00
H -3.508 -2.043 -0.866  0.00
H -1.982 -2.798 -0.400  0.00
H -2.041 -1.710 -1.814  0.00
H -4.148 -0.388 1.681  0.00
H -2.741 -0.823 2.684  0.00
H -3.456 -2.036 1.626  0.00
H -3.938 0.452 -1.003  0.00
H -2.411 1.353 -1.233  0.00
H -3.412 1.611 0.260  0.00
H 4.340 1.145 -0.377  0.00
H 3.150 0.511 -1.503  -0.01
H 3.770 -0.521 -0.234  0.00
H 4.072 1.417 2.185  0.00
H 3.261 -0.159 2.481  0.00
H 2.548 1.336 3.139  -0.01
H 3.155 3.177 -0.056  0.00
H 1.905 3.521 1.157  0.00
H 1.451 3.060 -0.527  0.00
C 0.601 -1.014 -2.366  0.04
C 0.687 0.290 -2.914  0.04
C 0.092 0.495 -4.164  -0.01
C -0.675 -0.529 -4.785  0.08
C -0.890 -1.785 -4.178  0.09
C -0.060 -2.081 -3.072  0.10
S 1.127 -1.475 -0.721  0.62
H -0.139 0.717 -0.535  0.00
H 1.115 1.149 -2.377  0.00
H 0.265 1.445 -4.675  0.00
H -1.024 -0.379 -5.820  0.00
H -1.606 -2.510 -4.681  -0.01
H 0.180 -3.094 -2.699  -0.01
N 0.654 -2.584 2.554  0.00
C 0.725 -3.097 3.801  -0.01
C 0.439 -2.057 4.668  -0.01
C 0.201 -0.901 3.911  0.00
N 0.337 -1.245 2.586  0.03
H 0.812 -3.126 1.713  0.01
H 0.944 -4.141 4.025  0.00
H 0.384 -2.100 5.736  0.00
H -0.050 0.119 4.258  0.00

Results
energy above the lowest of the compared OMol25 structures with the same formula, charge and spin	0.0	kcal per mole
max |F|	4.654	eV/Å
charge	+4
orbital gap (alpha / beta)	6.087 / 5.156	eV
multiplicity	4